Computed, not measured: a single C2H3NO2S molecule in a non-equilibrium geometry, with wB97M-V/def2-TZVPD.

The geometry in XYZ format:
```
9
Properties=species:S:1:pos:R:3
C 0.2807 0.9539 -0.1705
C -0.7321 -1.2094 0.7212
H -2.5704 1.1479 -0.1723
H 0.1384 2.0539 -0.0891
H -1.6107 -1.9086 1.0342
N -0.8904 0.0338 0.0342
O -2.0400 0.6750 0.6406
O 0.3740 -1.7456 0.7506
S 1.6445 0.5355 -0.9653
```

Its charge is 0. The value obtained for the energy relative to the best compared isomer or geometry (same formula, charge and spin) is 93.10 kcal per mole. The value obtained for the HOMO-LUMO gap is 0.307 hartree. The value obtained for the energy is -18539.415 eV. The structure (SMILES) is O=CN(O)C=S. For the HOMO energy, the calculation gives -9.0 eV.



Computed, not measured: a single C5H8OS molecule in a non-equilibrium geometry, with wB97M-V/def2-TZVPD.

The geometry in XYZ format:
```
15
Properties=species:S:1:pos:R:3
C 1.3268 -0.4198 -0.7770
C 1.1924 0.8170 -0.4222
C 0.5457 -1.5469 -0.1748
C -0.6599 -0.9873 0.5981
C 1.1042 2.0358 -0.0518
O -2.3570 1.1780 0.2960
S -1.9632 -0.1832 -0.5286
H 2.0770 -0.6439 -1.5605
H 0.3085 -2.2037 -1.0958
H 1.2413 -2.3413 0.3450
H -1.2411 -1.7423 1.1749
H -0.3856 -0.2973 1.4178
H 1.7072 2.1573 0.8471
H -3.3234 1.3328 0.2815
H 0.4272 2.8446 -0.3499
```

Its charge is 0. The value obtained for the energy relative to the best compared isomer or geometry (same formula, charge and spin) is 72.92 kcal per mole. The value obtained for the HOMO-LUMO gap is 0.322 hartree. The value obtained for the energy is -18194.141 eV. The structure (SMILES) is C=C=CCCSO. For the HOMO energy, the calculation gives -8.1 eV.



Computed, not measured: C6H12O as an isolated structure in a non-equilibrium geometry, with wB97M-V/def2-TZVPD.

The geometry in XYZ format:
```
19
Properties=species:S:1:pos:R:3
C 0.4013 -1.8467 -1.3353
C -0.7920 -0.7571 -0.3098
O -1.0717 -1.3467 0.9146
C -0.4156 -0.2724 1.5926
C -0.1645 0.5007 0.2786
C -0.9671 1.7863 0.1360
C 1.3018 0.7542 -0.0398
H -0.0163 -2.7872 -1.7557
H 0.8447 -1.2650 -2.1574
H 1.1551 -2.1087 -0.6081
H -1.2471 -1.1156 -1.2011
H 0.4744 -0.6387 2.1094
H -1.0948 0.1870 2.3118
H -2.0229 1.6268 0.3741
H -0.8982 2.1695 -0.8883
H -0.5701 2.5580 0.8074
H 1.4331 1.0679 -1.0816
H 1.9203 -0.1312 0.1326
H 1.6779 1.5621 0.5987
```

Its charge is 0. The value obtained for the energy relative to the best compared isomer or geometry (same formula, charge and spin) is 78.45 kcal per mole. The value obtained for the HOMO-LUMO gap is 0.335 hartree. The value obtained for the energy is -8460.952 eV. For the HOMO energy, the calculation gives -8.2 eV.



Computed, not measured: a single C12H10Br2 molecule in a non-equilibrium geometry, with wB97M-V/def2-TZVPD.

The geometry in XYZ format:
```
24
Properties=species:S:1:pos:R:3
C 1.9228 2.7115 -0.3031
C 2.7797 1.6969 -0.7281
C 0.5627 2.4669 -0.1190
C 2.3739 0.3794 -0.7400
C 0.1563 1.0762 -0.1434
C 1.0414 0.0284 -0.2410
C -1.7643 -0.4036 0.2503
C -3.1011 -0.8675 0.7440
C -0.9622 -1.6291 -0.1208
C 1.2977 -2.2888 0.3630
C -1.2887 0.8193 0.1738
C 0.5358 -1.3112 -0.0919
Br -2.5248 2.1605 0.5101
Br -4.2047 -2.0688 -0.3408
H 2.3499 3.6811 -0.3641
H 3.7487 1.9879 -1.0628
H -0.2016 3.2195 -0.0459
H 3.0614 -0.3628 -0.7539
H -3.8663 -0.1704 0.9160
H -2.8086 -1.2718 1.7128
H -1.0362 -2.5288 0.5498
H -1.2911 -1.9508 -1.2387
H 2.4044 -2.1950 0.4511
H 0.8149 -3.1788 0.6227
```

Its charge is 0. The value obtained for the energy relative to the best compared isomer or geometry (same formula, charge and spin) is 45.08 kcal per mole. The value obtained for the HOMO-LUMO gap is 0.314 hartree. The value obtained for the energy is -152689.262 eV. The structure (SMILES) is C=C1CC(CBr)=C(Br)c2ccccc21. For the HOMO energy, the calculation gives -8.4 eV.



Computed, not measured: a 2-piece molecular cluster, C2H7NO3 overall in a non-equilibrium geometry, with wB97M-V/def2-TZVPD.

The geometry in XYZ format:
```
13
Properties=species:S:1:pos:R:3
O -2.0110 -0.1301 0.6266
C -1.0187 -0.3750 0.0056
O -0.1128 -1.3242 0.3563
C -0.5446 0.2826 -1.3147
N 0.7768 0.8547 -1.1567
H -0.3016 -1.8323 1.1368
H -0.8154 -0.4500 -2.0679
H -1.4088 0.9793 -1.4334
H 1.4006 0.5773 -1.9019
H 0.7339 1.8581 -1.1221
H 1.2672 0.6939 1.0878
H 2.4638 -0.0793 0.8071
O 2.1497 0.5441 1.4533
```

Its charge is 0. The value obtained for the energy relative to the best compared isomer or geometry (same formula, charge and spin) is 22.77 kcal per mole. The value obtained for the HOMO-LUMO gap is 0.387 hartree. The value obtained for the energy is -9819.973 eV. The structure (SMILES) is NCC(=O)O.O. For the HOMO energy, the calculation gives -10.0 eV.



Computed, not measured: C17H36CrN2O5 as an isolated structure in a non-equilibrium geometry, with wB97M-V/def2-TZVPD.

The geometry in XYZ format:
```
61
Properties=species:S:1:pos:R:3
Cr -1.7050 0.1668 -0.3008
C 1.8957 1.9035 2.0469
C 2.3882 0.7568 1.1835
C 3.7275 0.2881 1.8693
C 4.2689 -1.0059 1.3190
C 3.1744 -2.0650 1.4343
C 1.8388 -1.6465 0.7930
N 1.4300 -0.3292 1.2705
O 0.2016 0.0155 0.7569
C 0.8386 -2.6647 1.4053
C 1.8717 -1.8617 -0.7215
C 2.7955 1.2152 -0.2122
H 2.6002 2.7391 2.1208
H 1.7973 1.5813 3.0863
H 0.9254 2.2787 1.7181
H 3.5067 0.1702 2.9347
H 4.4349 1.1093 1.7345
H 5.1748 -1.3075 1.8474
H 4.5082 -0.8267 0.2631
H 3.1021 -2.2598 2.5094
H 3.5199 -3.0141 1.0143
H 0.8658 -2.6387 2.4915
H 0.9706 -3.6724 1.0069
H -0.1686 -2.3645 1.0930
H 1.5254 -0.9487 -1.2137
H 1.2696 -2.7002 -1.0702
H 2.8926 -2.0200 -1.0837
H 1.9715 1.6170 -0.8198
H 3.2076 0.4231 -0.8405
H 3.5196 2.0357 -0.2257
C -5.4131 -1.3596 0.4378
C -4.0644 -0.7385 0.1708
O -3.9050 0.2056 -0.6520
O -3.0165 -1.1858 0.7235
H -5.9531 -0.9350 1.2839
H -5.3162 -2.4217 0.6558
H -6.0218 -1.2113 -0.4538
C -3.0617 2.3876 1.6297
O -2.1477 2.1333 0.5802
C -2.0293 3.2032 -0.3336
C -0.9771 2.8591 -1.3868
N -1.2735 1.5052 -1.9261
C -0.1133 0.8180 -2.5543
C -0.5975 -0.5921 -2.9270
O -1.1791 -1.2291 -1.8054
C -1.3662 -2.6166 -1.9106
H -4.0792 2.4608 1.2303
H -2.7644 3.2765 2.1853
H -3.0875 1.5142 2.2795
H -1.7901 4.1441 0.1726
H -3.0068 3.3778 -0.8039
H 0.0257 2.9277 -0.9592
H -0.9658 3.5884 -2.2027
H -1.8402 1.7522 -2.7347
H 0.6783 0.6800 -1.8151
H 0.2775 1.2401 -3.4831
H 0.2386 -1.1725 -3.3315
H -1.3354 -0.5413 -3.7394
H -2.0445 -2.9240 -2.7115
H -1.8152 -3.0013 -0.9964
H -0.4052 -3.1198 -2.0327
```

Its charge is 0. The spin multiplicity is 5. Its expectation value of S² is 6.01. The value obtained for the HOMO-LUMO gap (spin up / spin down) is 0.219 / 0.223 hartree. The value obtained for the energy is -59850.588 eV. For the HOMO energy (spin up / spin down), the calculation gives -5.7 / -5.8 eV.



Computed, not measured: a 2-piece molecular cluster, C6H13FN overall in a non-equilibrium geometry, with wB97M-V/def2-TZVPD.

The geometry in XYZ format:
```
21
Properties=species:S:1:pos:R:3
C -1.8696 -0.0303 -0.2076
C -0.8056 -0.6805 0.2124
C -3.1963 -0.7900 0.0403
C -1.9237 1.3881 -0.6612
C 2.0222 0.6208 0.7084
C 2.0436 -0.1769 -0.5424
N 2.3669 -1.6775 -0.2518
F -0.5043 -1.9648 0.4192
H -3.3007 -1.2174 1.1069
H -3.3254 -1.6123 -0.6084
H -4.1705 -0.2605 0.0662
H -2.3102 1.9957 0.1862
H -2.5588 1.4038 -1.4934
H -0.9812 1.6592 -1.0947
H 1.3489 1.4308 0.5691
H 2.9107 0.9910 1.0226
H 1.5049 -0.0262 1.4034
H 2.6123 0.3150 -1.3211
H 1.6332 -2.1820 0.3036
H 3.2848 -1.5690 0.1295
H 2.4521 -2.3692 -1.0815
```

Its charge is +1. The value obtained for the energy relative to the best compared isomer or geometry (same formula, charge and spin) is 102.67 kcal per mole. The value obtained for the HOMO-LUMO gap (spin up / spin down) is 0.286 / 0.325 hartree. The value obtained for the energy is -10627.691 eV. For the HOMO energy (spin up / spin down), the calculation gives -12.5 / -12.8 eV.



Molecular weight (u)
105.1, 116.2, 100.2, 314.0, 93.1, 400.5, 118.2